--- i ---
{"formula": "CH2O2S", "method": "the ωB97M-V functional and the def2-TZVPD basis", "species": ["C", "O", "O", "H", "S", "H"], "xyz": [[0.809, 0.234, -0.332], [-1.885, -0.311, -0.437], [1.795, 0.626, 0.197], [-0.672, -0.709, 1.435], [-0.933, 0.397, 0.361], [0.886, -0.236, -1.224]], "lowdin_charge": [-0.42, -0.61, 0.04, 0.07, 0.86, 0.06], "total_charge": 0, "homo_energy_ev": -9.73, "homo_lumo_gap_ev": 9.419, "multiplicity": 1}

--- ii ---
{"formula": "CH2O2S", "method": "the ωB97M-V functional and the def2-TZVPD basis", "species": ["O", "H", "O", "C", "S", "H"], "xyz": [[0.992, 0.977, 0.086], [0.556, -1.010, -0.166], [-2.308, -0.929, -0.320], [0.193, -0.080, 0.052], [-1.459, 0.227, 0.024], [2.026, 0.815, 0.324]], "lowdin_charge": [-0.10, 0.05, -0.61, -0.48, 0.93, 0.20], "total_charge": 0, "homo_energy_ev": -8.71, "homo_lumo_gap_ev": 8.720, "multiplicity": 1}

Here is how they stack up, most stable first: ii, i.

--- i ---
{"formula": "CH2O2S", "method": "the ωB97M-V functional and the def2-TZVPD basis", "species": ["H", "C", "O", "S", "H", "O"], "xyz": [[0.079, -0.763, 0.442], [0.050, 0.310, 0.318], [-0.451, 1.109, 1.285], [1.184, 1.350, 1.267], [0.083, 0.487, -0.771], [1.784, 2.695, 0.253]], "lowdin_charge": [0.08, -0.37, -0.34, 1.10, 0.11, -0.58], "total_charge": 0, "homo_energy_ev": -9.94, "homo_lumo_gap_ev": 9.880, "multiplicity": 1}

--- ii ---
{"formula": "CH2O2S", "method": "the ωB97M-V functional and the def2-TZVPD basis", "species": ["O", "S", "H", "H", "C", "O"], "xyz": [[-2.120, 0.748, -0.265], [-1.218, -0.651, -0.142], [-3.070, 0.425, -0.203], [2.067, 0.651, 0.733], [1.850, -0.298, 0.324], [2.491, -0.875, -0.448]], "lowdin_charge": [-0.60, 0.63, 0.04, 0.04, -0.14, 0.04], "total_charge": 0, "homo_energy_ev": [-9.44, -7.90], "homo_lumo_gap_ev": [9.626, 6.252], "multiplicity": 1}

--- iii ---
{"formula": "CH2O2S", "method": "the ωB97M-V functional and the def2-TZVPD basis", "species": ["O", "S", "H", "O", "C", "H"], "xyz": [[-1.349, -1.346, 0.176], [-0.811, -0.065, -0.173], [1.295, 1.092, -0.037], [-1.605, 1.109, -0.079], [0.831, 0.049, 0.299], [1.639, -0.840, -0.185]], "lowdin_charge": [-0.34, 0.69, 0.05, -0.32, -0.20, 0.12], "total_charge": 0, "smiles": "C=S(=O)=O", "homo_energy_ev": [-10.29, -10.29], "homo_lumo_gap_ev": [8.678, 8.677], "multiplicity": 1}

--- iv ---
{"formula": "CH2O2S", "method": "the ωB97M-V functional and the def2-TZVPD basis", "species": ["O", "H", "S", "H", "O", "C"], "xyz": [[2.278, -0.268, 0.012], [0.340, -0.432, 0.788], [-1.487, 0.292, 0.227], [-1.976, -0.550, -0.800], [-0.312, 1.023, -0.382], [1.156, -0.064, 0.156]], "lowdin_charge": [0.19, 0.00, 0.71, -0.09, -0.72, -0.09], "total_charge": 0, "homo_energy_ev": -9.04, "homo_lumo_gap_ev": 9.365, "multiplicity": 1}

Here is how they stack up, most stable first: iv, iii, i, ii.

--- i ---
{"formula": "C4H6N2", "method": "the ωB97M-V functional and the def2-TZVPD basis", "species": ["H", "C", "H", "N", "H", "C", "C", "C", "N", "H", "H", "H"], "xyz": [[-2.018, -0.177, 1.186], [0.376, 0.117, -0.119], [1.963, -1.170, -0.839], [-1.787, -0.329, 0.194], [-0.404, -1.864, 0.084], [-1.521, 1.060, -0.012], [1.820, -0.245, -0.270], [-0.206, 1.419, -0.161], [-0.519, -0.860, 0.122], [-2.441, 1.640, 0.051], [2.281, -0.379, 0.716], [2.331, 0.577, -0.771]], "lowdin_charge": [0.14, -0.35, 0.08, -0.02, 0.16, -0.18, -0.04, -0.06, 0.02, 0.09, 0.09, 0.08], "total_charge": 0, "smiles": "CC1=C=CNN1", "homo_energy_ev": -7.65, "homo_lumo_gap_ev": 8.383, "multiplicity": 1}

--- ii ---
{"formula": "C4H6N2", "method": "the ωB97M-V functional and the def2-TZVPD basis", "species": ["H", "C", "H", "C", "H", "H", "N", "H", "C", "N", "C", "H"], "xyz": [[0.548, -2.204, -0.339], [-1.497, 0.171, -0.858], [-1.341, 0.831, 0.913], [0.051, -1.241, -0.322], [2.421, -0.634, 0.501], [-0.302, 1.952, -0.052], [1.825, 0.180, 0.603], [-2.390, 0.596, -1.296], [0.513, -0.098, 0.223], [-1.193, -1.072, -0.970], [-0.589, 0.907, 0.088], [1.954, 0.613, 1.509]], "lowdin_charge": [0.10, -0.19, 0.14, -0.12, 0.09, 0.12, 0.08, 0.10, -0.34, 0.04, -0.11, 0.09], "total_charge": 0, "smiles": "NC1=CN=CC1", "homo_energy_ev": -7.97, "homo_lumo_gap_ev": 8.909, "multiplicity": 1}

--- iii ---
{"formula": "C4H6N2", "method": "the ωB97M-V functional and the def2-TZVPD basis", "species": ["C", "H", "N", "H", "C", "C", "H", "C", "H", "H", "N", "H"], "xyz": [[0.954, -0.653, 1.197], [-0.243, 2.018, -0.196], [-0.001, -0.396, -2.283], [0.796, -1.015, -2.133], [-0.417, -0.995, 0.886], [0.150, 1.896, -1.202], [0.568, 2.746, -1.728], [0.117, 0.712, -1.759], [1.472, -1.128, 2.029], [1.595, -0.180, 0.452], [-0.337, 0.079, 1.527], [-1.173, -1.631, 0.441]], "lowdin_charge": [-0.17, 0.05, 0.13, 0.07, -0.18, -0.01, 0.06, -0.30, 0.07, 0.06, 0.10, 0.11], "total_charge": 0, "smiles": "C1=NC1.C=C=N", "homo_energy_ev": -9.26, "homo_lumo_gap_ev": 10.264, "multiplicity": 1}

Here is how they stack up, most stable first: ii, i, iii.

--- i ---
{"formula": "C4H6N2", "method": "the ωB97M-V functional and the def2-TZVPD basis", "species": ["C", "C", "H", "C", "C", "H", "H", "H", "H", "N", "H", "N"], "xyz": [[0.974, -0.592, 0.396], [-1.356, 0.827, -0.084], [0.350, -1.061, -1.465], [-0.504, -0.361, 0.329], [1.997, 0.298, -0.114], [-1.068, 1.353, -0.998], [1.345, -1.185, 1.228], [-2.376, 0.447, -0.223], [-1.414, 1.558, 0.733], [0.129, -1.363, -0.522], [-0.979, -0.857, 1.173], [2.903, 0.935, -0.453]], "lowdin_charge": [-0.28, -0.05, 0.10, -0.31, -0.18, 0.08, 0.14, 0.08, 0.08, 0.06, 0.13, 0.14], "total_charge": 0, "smiles": "C[C@H]1N[C@H]1C#N", "homo_energy_ev": -9.96, "homo_lumo_gap_ev": 10.855, "multiplicity": 1}

--- ii ---
{"formula": "C4H6N2", "method": "the ωB97M-V functional and the def2-TZVPD basis", "species": ["C", "C", "H", "N", "H", "N", "C", "H", "H", "H", "C", "H"], "xyz": [[0.945, 0.639, 1.828], [-2.003, 0.054, -1.213], [1.311, -1.465, 1.118], [0.351, -0.174, -1.629], [0.276, 1.439, 1.503], [-1.019, -0.298, -1.988], [0.980, -0.475, 0.814], [1.943, 1.061, 1.989], [-2.910, -0.117, -1.825], [0.584, 0.262, 2.790], [0.606, -0.328, -0.427], [-1.064, -0.597, -2.960]], "lowdin_charge": [-0.10, 0.01, 0.11, 0.06, 0.08, -0.16, -0.13, 0.07, 0.00, 0.07, -0.14, 0.13], "total_charge": 0, "homo_energy_ev": -8.85, "homo_lumo_gap_ev": 9.774, "multiplicity": 1}

--- iii ---
{"formula": "C4H6N2", "method": "the ωB97M-V functional and the def2-TZVPD basis", "species": ["C", "H", "H", "C", "H", "H", "N", "N", "C", "C", "H", "H"], "xyz": [[-0.201, 0.984, 0.786], [-0.818, 0.585, 1.592], [1.578, -1.485, 0.377], [-0.880, -1.288, -0.120], [0.758, 1.374, 1.114], [-0.774, 1.820, 0.359], [-1.675, -2.129, -0.085], [1.481, -0.622, -0.146], [-0.188, 0.870, -1.186], [0.109, -0.195, -0.245], [-1.274, 0.826, -1.380], [1.883, -0.741, -1.067]], "lowdin_charge": [-0.04, 0.11, 0.09, -0.17, 0.10, 0.09, 0.15, 0.07, 0.14, -0.66, 0.05, 0.09], "total_charge": 0, "homo_energy_ev": -9.43, "homo_lumo_gap_ev": 9.645, "multiplicity": 1}

--- iv ---
{"formula": "C4H6N2", "method": "the ωB97M-V functional and the def2-TZVPD basis", "species": ["C", "C", "N", "C", "H", "H", "H", "H", "C", "H", "N", "H"], "xyz": [[0.419, 1.283, 0.203], [0.739, -0.786, -0.446], [1.724, 1.159, 0.107], [-1.706, -0.303, 0.144], [2.708, -0.552, 0.143], [-1.780, -1.369, 0.389], [0.008, 2.244, 0.487], [-2.353, -0.110, -0.716], [-0.268, 0.064, -0.082], [0.694, -1.761, -0.914], [1.926, -0.111, -0.318], [-2.111, 0.243, 1.003]], "lowdin_charge": [-0.13, -0.08, 0.01, -0.06, 0.14, 0.08, 0.11, 0.07, -0.28, 0.12, -0.05, 0.08], "total_charge": 0, "smiles": "Cc1cn[nH]c1", "homo_energy_ev": -9.18, "homo_lumo_gap_ev": 10.222, "multiplicity": 1}

Here is how they stack up, most stable first: iv, i, iii, ii.

--- i ---
{"formula": "C4H6N2", "method": "the ωB97M-V functional and the def2-TZVPD basis", "species": ["H", "H", "H", "C", "H", "N", "H", "C", "C", "N", "C", "H"], "xyz": [[-1.891, -1.377, -0.021], [-2.156, 0.016, 1.032], [-0.072, 2.195, 0.584], [-1.727, -0.299, 0.075], [-2.297, 0.196, -0.719], [1.914, -0.095, -0.198], [0.784, -1.861, -0.599], [-0.265, 0.025, 0.010], [0.774, -0.820, -0.306], [1.697, 1.173, 0.170], [0.380, 1.254, 0.292], [2.862, -0.412, -0.316]], "lowdin_charge": [0.07, 0.08, 0.11, -0.06, 0.07, -0.05, 0.12, -0.29, -0.08, 0.02, -0.14, 0.15], "total_charge": 0, "smiles": "Cc1cn[nH]c1", "homo_energy_ev": -9.07, "homo_lumo_gap_ev": 10.110, "multiplicity": 1}

--- ii ---
{"formula": "C4H6N2", "method": "the ωB97M-V functional and the def2-TZVPD basis", "species": ["H", "C", "H", "N", "H", "H", "C", "H", "N", "C", "H", "C"], "xyz": [[-2.079, -0.502, 1.054], [0.283, 1.164, 0.390], [0.684, -1.895, -0.520], [2.132, -0.398, -0.223], [0.241, 2.853, 0.249], [-2.278, 0.318, -0.502], [-1.657, -0.400, 0.049], [2.824, -1.108, -0.435], [0.877, 2.186, 0.680], [-0.204, -0.003, 0.025], [-1.764, -1.361, -0.463], [0.942, -0.854, -0.302]], "lowdin_charge": [0.08, -0.16, 0.11, 0.07, 0.09, 0.08, -0.06, 0.04, 0.18, -0.28, 0.07, -0.23], "total_charge": 0, "smiles": "[H]/N=C/C(C)=C=N", "homo_energy_ev": -8.30, "homo_lumo_gap_ev": 9.088, "multiplicity": 1}

--- iii ---
{"formula": "C4H6N2", "method": "the ωB97M-V functional and the def2-TZVPD basis", "species": ["H", "H", "H", "C", "N", "H", "H", "C", "C", "C", "H", "N"], "xyz": [[-1.881, 1.587, 1.647], [1.254, 0.583, 0.801], [0.937, -1.184, 2.159], [-1.581, 0.911, 0.815], [0.693, -1.401, 1.191], [0.042, -1.389, -1.229], [-2.486, 0.279, 0.681], [0.677, -0.519, -1.040], [0.115, 0.664, -1.701], [0.878, -0.385, 0.453], [1.654, -0.721, -1.501], [-0.303, 1.575, -2.278]], "lowdin_charge": [-0.04, 0.11, 0.05, 0.22, 0.09, 0.12, -0.03, -0.18, -0.27, -0.32, 0.12, 0.14], "total_charge": 0, "homo_energy_ev": [-9.77, -9.82], "homo_lumo_gap_ev": [8.627, 8.658], "multiplicity": 1}

--- iv ---
{"formula": "C4H6N2", "method": "the ωB97M-V functional and the def2-TZVPD basis", "species": ["C", "C", "N", "H", "C", "C", "H", "H", "H", "H", "N", "H"], "xyz": [[-1.645, -0.174, -0.095], [1.972, -0.684, 0.081], [1.773, 0.687, 0.477], [-1.903, -0.713, -1.010], [0.698, -1.058, -0.256], [0.473, 1.056, 0.348], [2.608, 0.844, -0.107], [-1.994, -0.747, 0.768], [-2.126, 0.806, -0.107], [-0.009, 1.991, 0.618], [-0.203, -0.022, -0.035], [0.355, -1.987, -0.682]], "lowdin_charge": [-0.02, -0.13, -0.02, 0.10, -0.17, -0.12, 0.11, 0.10, 0.09, 0.13, -0.15, 0.09], "total_charge": 0, "homo_energy_ev": -7.88, "homo_lumo_gap_ev": 8.574, "multiplicity": 1}

Here is how they stack up, most stable first: i, ii, iv, iii.

--- i ---
{"formula": "C4H6N2", "method": "the ωB97M-V functional and the def2-TZVPD basis", "species": ["H", "C", "H", "H", "H", "C", "N", "C", "C", "H", "H", "N"], "xyz": [[0.520, 1.576, 1.681], [1.491, -1.070, -0.553], [1.168, -1.575, -1.488], [1.633, -1.872, 0.182], [-0.801, -0.573, -1.652], [-0.377, 1.132, 1.340], [0.487, -0.037, -0.087], [-0.650, -0.004, -0.742], [-1.646, 1.129, 0.947], [-2.609, 1.300, 1.473], [2.479, -0.646, -0.768], [-1.719, 0.644, -0.333]], "lowdin_charge": [0.05, -0.08, 0.08, 0.07, 0.12, 0.17, -0.02, -0.34, -0.23, 0.12, 0.07, 0.00], "total_charge": 0, "homo_energy_ev": -8.45, "homo_lumo_gap_ev": 8.644, "multiplicity": 1}

--- ii ---
{"formula": "C4H6N2", "method": "the ωB97M-V functional and the def2-TZVPD basis", "species": ["N", "C", "H", "H", "H", "H", "N", "C", "C", "H", "C", "H"], "xyz": [[0.883, 0.664, 0.887], [0.118, -0.159, -0.195], [-1.653, -0.625, 0.962], [1.780, 0.938, 0.458], [-0.999, 1.400, 0.701], [-0.972, -2.099, 0.265], [2.409, -0.861, -1.177], [-1.132, -1.034, 0.089], [1.309, -0.601, -0.908], [-1.876, -0.958, -0.728], [-0.125, 1.280, 0.076], [0.079, 2.087, -0.611]], "lowdin_charge": [0.06, -0.40, 0.08, 0.09, 0.10, 0.08, 0.14, -0.02, -0.18, 0.09, -0.16, 0.12], "total_charge": 0, "smiles": "C[C@@]1(C#N)CN1", "homo_energy_ev": -9.82, "homo_lumo_gap_ev": 10.647, "multiplicity": 1}

Here is how they stack up, most stable first: ii, i.

--- i ---
{"formula": "C2H3NS3", "method": "the ωB97M-V functional and the def2-TZVPD basis", "species": ["H", "S", "C", "H", "N", "C", "H", "S", "S"], "xyz": [[-0.020, -1.607, -0.060], [1.202, 0.344, -0.788], [0.612, -0.813, 0.296], [-0.088, 1.929, -2.138], [-1.356, 1.331, -0.653], [-0.296, 1.301, -1.293], [0.602, -2.032, 2.246], [-2.010, 0.550, 0.546], [1.353, -1.002, 1.844]], "lowdin_charge": [0.01, 0.81, -1.02, 0.06, -0.59, -0.52, -0.12, 0.66, 0.71], "total_charge": 0, "homo_energy_ev": [-8.35, -7.79], "homo_lumo_gap_ev": [7.564, 6.682], "multiplicity": 1}

--- ii ---
{"formula": "C2H3NS3", "method": "the ωB97M-V functional and the def2-TZVPD basis", "species": ["S", "C", "S", "H", "H", "S", "C", "H", "N"], "xyz": [[-2.269, 1.122, 0.636], [1.276, -1.208, 0.200], [2.010, 1.323, 0.203], [-0.501, 0.387, -1.113], [-2.587, 1.860, -0.329], [-0.535, -1.217, 0.534], [-1.065, 0.143, -0.189], [1.575, -2.136, -0.140], [2.095, -0.275, 0.198]], "lowdin_charge": [0.73, -0.53, 0.62, 0.03, -0.19, 0.84, -0.99, 0.04, -0.55], "total_charge": 0, "homo_energy_ev": [-8.62, -7.38], "homo_lumo_gap_ev": [7.954, 5.932], "multiplicity": 1}

--- iii ---
{"formula": "C2H3NS3", "method": "the ωB97M-V functional and the def2-TZVPD basis", "species": ["S", "H", "C", "S", "C", "N", "H", "H", "S"], "xyz": [[-1.574, -0.250, -0.267], [-2.495, 2.067, 0.874], [1.359, -1.221, -0.104], [0.056, -2.285, -0.192], [1.135, 0.203, -0.126], [0.066, 0.859, -0.265], [2.401, -1.563, 0.263], [1.932, 0.849, 0.093], [-2.880, 1.339, -0.276]], "lowdin_charge": [0.23, -0.15, -0.55, 0.64, -0.42, -0.15, 0.09, 0.09, 0.23], "total_charge": 0, "homo_energy_ev": -8.65, "homo_lumo_gap_ev": 6.902, "multiplicity": 1}

Here is how they stack up, most stable first: iii, i, ii.